The following is a DFT calculation (ωB97M-V/def2-TZVPD) of a structure of composition C29H34CsF5GeIN2OS4Te at a distorted geometry.

```
! RIJCOSX wB97M-V def2-TZVPD def2/J DEFGRID3
* xyz 0 2
Cs 1.65 -0.41 -0.72
C -2.62 -1.97 1.52
C -2.30 -3.24 0.73
S -1.43 -2.91 -0.82
C -0.49 -4.45 -1.06
C 0.31 -4.95 0.15
S 1.11 -3.53 0.91
C 1.91 -4.27 2.33
C 2.76 -3.20 3.03
S 2.09 -1.53 3.13
C 0.61 -1.72 4.15
C -0.67 -2.20 3.45
S -1.20 -1.05 2.17
H -3.28 -2.23 2.35
H -3.18 -1.27 0.90
H -3.23 -3.77 0.53
H -1.67 -3.89 1.34
H 0.21 -4.20 -1.86
H -1.15 -5.24 -1.41
H 1.05 -5.67 -0.19
H -0.34 -5.44 0.87
H 2.55 -5.09 2.03
H 1.14 -4.66 3.01
H 3.68 -3.06 2.46
H 3.03 -3.55 4.02
H 0.44 -0.75 4.60
H 0.84 -2.41 4.97
H -1.46 -2.29 4.20
H -0.50 -3.18 3.00
C 0.49 4.93 1.86
C 0.55 3.61 2.30
C 0.01 2.60 1.51
C -0.60 2.88 0.29
C -0.64 4.22 -0.14
C -0.10 5.23 0.64
Ge -1.33 1.49 -0.86
C -1.24 2.12 -2.71
C -2.40 2.31 -3.47
C -2.32 2.78 -4.77
C -1.08 3.06 -5.34
C 0.07 2.87 -4.60
C 0.00 2.40 -3.30
C -3.12 0.99 -0.34
C -3.87 0.11 -1.12
C -5.14 -0.30 -0.72
C -5.67 0.17 0.48
C -4.93 1.04 1.27
C -3.67 1.45 0.86
H 0.92 5.72 2.47
H 1.02 3.37 3.24
H 0.06 1.57 1.87
H -1.08 4.46 -1.10
H -0.15 6.26 0.30
H -3.37 2.11 -3.04
H -3.23 2.93 -5.35
H -1.02 3.42 -6.36
H 1.04 3.08 -5.04
H 0.91 2.26 -2.74
H -3.46 -0.28 -2.05
H -5.70 -0.98 -1.34
H -6.65 -0.15 0.80
H -5.35 1.41 2.20
H -3.11 2.14 1.49
F 5.13 -3.80 -2.51
Te 4.16 -2.96 -1.18
F 5.54 -3.40 -0.03
F 3.52 -4.64 -0.67
F 5.17 -1.42 -1.55
F 3.60 -1.93 0.37
O 2.70 -2.45 -2.09
I 6.62 3.87 -1.92
C 4.69 3.54 -1.33
C 3.82 4.44 -0.77
N 2.66 3.78 -0.55
N 2.73 2.50 -0.93
C 3.96 2.34 -1.40
H 3.93 5.48 -0.52
H 1.81 4.14 -0.15
H 4.28 1.38 -1.78
*
```

Its gap between HOMO and LUMO (spin up / spin down) is 7.5 / 6.9 eV. For the energy above the lowest of the compared OMol25 structures with the same formula, charge and spin, the calculation gives 0.084 eV. The max |F| comes out at 1.20 eV Å⁻¹. As for the energy: -6065.08119 Ha. The LUMO energy (spin up / spin down) comes out at 0.07 / -1.22 eV.

The following is a DFT calculation (ωB97M-V/def2-TZVPD) of a cluster of 9 separate species, C29H34F11N3O28P in total at a distorted geometry.

```
! RIJCOSX wB97M-V def2-TZVPD def2/J DEFGRID3
* xyz 1 1
C -2.50 -0.77 -3.02
C -3.83 -1.56 -3.64
O -4.66 -0.84 -4.39
O -4.02 -3.02 -3.33
C -5.23 -3.03 -2.48
N -5.18 -4.09 -1.37
C -4.47 -3.91 -0.18
N -4.51 -5.03 0.84
P -6.12 -5.26 1.56
O -5.98 -4.79 3.26
O -7.35 -4.27 0.80
N -3.68 -2.63 -0.04
C -3.41 -2.24 1.39
F -2.71 -0.91 1.34
F -2.49 -3.16 2.11
F -4.67 -1.97 2.18
H -2.77 0.10 -2.29
H -1.80 -0.32 -3.86
H -1.87 -1.56 -2.42
H -6.18 -3.15 -3.18
H -5.36 -1.96 -1.97
H -5.75 -4.96 -1.55
H -4.14 -5.92 0.43
H -6.27 -3.81 3.37
H -7.13 -3.32 1.04
H -2.80 -2.71 -0.61
C -2.68 1.89 2.07
C -1.59 2.71 1.47
O -1.85 4.01 1.96
C -2.45 3.82 3.16
O -2.58 4.69 4.01
O -2.89 2.53 3.31
F -1.70 2.74 0.12
H -3.60 1.91 1.49
H -2.38 0.85 2.22
H -0.58 2.40 1.75
C 2.61 3.17 2.32
C 3.83 2.35 2.03
O 3.34 1.03 2.03
C 2.04 1.13 1.63
O 1.37 0.19 1.25
O 1.58 2.42 1.71
F 4.74 2.48 3.02
H 2.41 3.26 3.39
H 2.67 4.17 1.88
H 4.30 2.57 1.06
C -0.06 -2.09 4.96
C -0.70 -3.36 5.42
O -0.36 -3.43 6.78
C -0.24 -2.13 7.18
O -0.23 -1.77 8.35
O -0.15 -1.28 6.11
F -0.15 -4.43 4.79
H 0.99 -2.22 4.68
H -0.60 -1.64 4.12
H -1.79 -3.39 5.30
C 1.36 -2.54 -2.30
C 1.96 -3.91 -2.32
O 1.29 -4.58 -1.29
C 0.06 -3.99 -1.22
O -0.90 -4.48 -0.64
O 0.04 -2.80 -1.89
F 3.28 -3.86 -2.01
H 1.85 -1.88 -1.57
H 1.38 -2.06 -3.28
H 1.82 -4.44 -3.27
C 0.19 -8.77 -2.53
C 1.46 -9.11 -3.23
O 1.61 -8.06 -4.16
C 1.01 -6.99 -3.58
O 1.17 -5.84 -3.94
O 0.20 -7.36 -2.54
F 1.33 -10.27 -3.91
H -0.70 -9.13 -3.06
H 0.16 -9.16 -1.50
H 2.33 -9.16 -2.58
C 3.96 7.96 2.03
C 5.22 8.01 2.83
O 5.65 6.67 2.84
C 5.18 6.14 1.67
O 5.58 5.09 1.20
O 4.22 6.92 1.11
F 4.96 8.39 4.10
H 3.08 7.70 2.63
H 3.76 8.90 1.51
H 6.00 8.65 2.40
C -4.57 -1.80 -7.44
C -5.23 -0.69 -8.18
O -4.39 -0.50 -9.30
C -3.85 -1.73 -9.54
O -3.29 -2.03 -10.59
O -4.00 -2.57 -8.48
F -5.22 0.45 -7.44
H -3.77 -1.46 -6.77
H -5.28 -2.40 -6.86
H -6.25 -0.91 -8.51
C 9.23 10.34 3.59
C 9.68 11.12 2.40
O 8.55 11.12 1.55
C 7.48 11.04 2.39
O 6.33 11.29 2.06
O 7.85 10.66 3.65
F 10.69 10.49 1.76
H 9.35 9.26 3.46
H 9.75 10.65 4.50
H 9.97 12.15 2.62
*
```

Its gap between HOMO and LUMO is 7.0 eV. The max |F| comes out at 8.92 eV Å⁻¹. As for the energy: -4835.99430 Ha. The LUMO energy comes out at -5.78 eV.

The following is a DFT calculation (ωB97M-V/def2-TZVPD) of an isolated molecule of C29H34N6O3 at a distorted geometry.

```
! RIJCOSX wB97M-V def2-TZVPD def2/J DEFGRID3
* xyz 0 1
C 4.20 -0.43 1.97
N 2.91 0.08 2.37
N 2.07 -0.55 3.13
O 2.40 -1.65 3.56
C 2.46 1.33 1.81
H 3.33 1.96 1.64
H 1.80 1.82 2.53
C 1.69 1.12 0.49
N 0.26 1.25 0.70
N -0.16 2.06 1.62
O -1.37 2.21 1.74
C -0.65 0.58 -0.22
H -0.11 0.29 -1.12
H -1.44 1.30 -0.48
C -1.33 -0.63 0.44
N -2.43 -1.08 -0.39
N -2.36 -0.84 -1.67
O -3.30 -1.20 -2.38
C -3.58 -1.71 0.25
C -4.45 -0.70 0.96
C -4.87 0.43 0.06
C -4.25 1.67 0.14
C -4.61 2.68 -0.74
C -5.59 2.46 -1.69
C -6.21 1.23 -1.77
C -5.85 0.21 -0.89
H -6.33 -0.75 -0.96
H -6.97 1.05 -2.51
H -5.86 3.25 -2.38
H -4.12 3.64 -0.67
H -3.48 1.85 0.88
C -4.24 -0.45 2.42
C -5.44 -1.22 1.97
H -6.40 -0.74 2.02
H -5.47 -2.28 2.15
H -4.38 0.56 2.80
H -3.46 -0.99 2.94
H -3.23 -2.48 0.94
H -4.14 -2.19 -0.57
H -1.77 -0.29 1.38
C -0.35 -1.78 0.78
C 0.70 -2.13 -0.24
C 0.47 -2.13 -1.62
C 1.48 -2.47 -2.50
C 2.73 -2.83 -2.04
C 2.96 -2.87 -0.67
C 1.96 -2.52 0.21
H 2.14 -2.58 1.28
H 3.93 -3.17 -0.29
H 3.51 -3.10 -2.73
H 1.28 -2.45 -3.56
H -0.50 -1.86 -2.01
H 0.15 -1.52 1.71
H -0.95 -2.68 0.97
H 1.87 0.11 0.13
C 2.16 2.12 -0.59
C 3.57 1.80 -0.99
C 4.63 2.62 -0.61
C 5.93 2.29 -0.95
C 6.19 1.13 -1.66
C 5.14 0.31 -2.05
C 3.84 0.65 -1.72
H 3.03 0.01 -2.03
H 5.34 -0.59 -2.61
H 7.21 0.87 -1.91
H 6.74 2.93 -0.65
H 4.43 3.53 -0.06
H 2.08 3.13 -0.21
H 1.50 2.03 -1.46
H 4.33 -1.40 2.44
H 4.26 -0.53 0.88
H 4.99 0.25 2.31
*
```

Its gap between HOMO and LUMO is 9.6 eV. For the energy above the lowest of the compared OMol25 structures with the same formula, charge and spin, the calculation gives 6.321 eV. The max |F| comes out at 1.31 eV Å⁻¹. The structure (SMILES) is CN(C[C@H](Cc1ccccc1)N(C[C@H](Cc1ccccc1)N(CC1(c2ccccc2)CC1)N=O)N=O)N=O. As for the energy: -1679.51615 Ha. The LUMO energy comes out at 0.62 eV.

The following is a DFT calculation (ωB97M-V/def2-TZVPD) of a structure of composition C29H35AgN6O3P2.

```
! RIJCOSX wB97M-V def2-TZVPD def2/J DEFGRID3
* xyz 0 1
Ag -0.20 -0.18 -0.35
C 3.95 -2.99 2.44
N 3.26 -1.83 1.91
C 3.66 -0.53 2.07
C 2.73 0.24 1.43
N 1.77 -0.56 0.89
C 2.11 -1.81 1.18
P 1.20 -3.35 0.85
C 0.86 -3.15 -0.94
N 0.84 -2.01 -1.59
C 0.61 -2.30 -2.90
C 0.52 -3.66 -3.05
N 0.70 -4.20 -1.81
C 0.68 -5.62 -1.50
C -0.35 -2.90 1.71
N -0.44 -1.93 2.59
C -1.65 -2.09 3.21
C -2.30 -3.18 2.70
N -1.46 -3.70 1.75
C -1.73 -4.85 0.91
H 4.82 -2.66 3.00
H 4.26 -3.66 1.65
H 3.29 -3.54 3.12
H 4.56 -0.27 2.61
H 2.70 1.31 1.33
H 0.53 -1.53 -3.64
H 0.35 -4.27 -3.92
H 1.12 -6.17 -2.33
H -0.34 -5.98 -1.36
H 1.26 -5.81 -0.61
H -1.99 -1.42 3.99
H -3.27 -3.61 2.90
H -2.55 -5.42 1.34
H -0.85 -5.49 0.86
H -2.01 -4.54 -0.09
C -4.19 1.95 0.71
C -3.36 0.73 0.35
C -4.07 -0.56 0.76
O -2.08 0.80 1.01
C -3.10 0.63 -1.19
O -3.87 1.24 -1.93
O -2.15 -0.15 -1.52
H -4.53 1.90 1.74
H -5.05 2.01 0.04
H -3.59 2.85 0.57
H -4.25 -0.57 1.84
H -3.44 -1.42 0.50
H -5.02 -0.65 0.24
H -2.21 0.68 1.95
C 0.76 1.90 -4.14
P 0.68 1.47 -2.35
C 2.41 1.92 -1.92
C 3.32 0.86 -1.82
C 4.66 1.10 -1.57
C 5.11 2.41 -1.40
C 4.21 3.46 -1.49
C 2.87 3.22 -1.75
C -0.27 2.89 -1.68
C -0.07 3.27 -0.35
C -0.82 4.28 0.22
C -1.81 4.90 -0.52
C -2.05 4.51 -1.83
C -1.27 3.51 -2.41
H -0.17 1.64 -4.64
H 1.57 1.32 -4.59
H 0.97 2.96 -4.28
H 2.95 -0.15 -1.93
H 5.36 0.28 -1.49
H 6.16 2.60 -1.20
H 4.56 4.48 -1.36
H 2.18 4.05 -1.82
H 0.69 2.76 0.24
H -0.65 4.57 1.25
H -2.42 5.68 -0.08
H -2.84 4.97 -2.41
H -1.48 3.20 -3.42
*
```

Its gap between HOMO and LUMO is 7.5 eV. For the energy above the lowest of the compared OMol25 structures with the same formula, charge and spin, the calculation gives 0.074 eV. The max |F| comes out at 0.43 eV Å⁻¹. As for the energy: -2510.03704 Ha. The LUMO energy comes out at 0.29 eV.

The following is a DFT calculation (ωB97M-V/def2-TZVPD) of a structure of composition C29H35Cl3N4O2P2Sn at a distorted geometry.

```
! RIJCOSX wB97M-V def2-TZVPD def2/J DEFGRID3
* xyz 2 1
Sn -0.57 -1.65 -4.54
C -0.63 4.35 -0.69
C -1.33 3.78 -1.67
C -0.73 3.11 -2.88
C 0.46 2.18 -2.55
C 1.78 2.70 -3.03
C 2.19 3.97 -2.84
C 1.44 5.03 -2.10
C 0.84 4.60 -0.72
C 0.76 -3.22 -3.76
H -1.13 4.72 0.22
H -2.42 3.75 -1.63
H -0.44 3.84 -3.66
H -1.52 2.49 -3.35
H 0.49 1.99 -1.47
H 0.28 1.19 -2.99
H 2.44 1.95 -3.48
H 3.15 4.32 -3.24
H 0.65 5.51 -2.70
H 2.17 5.82 -1.87
H 1.40 3.73 -0.35
H 1.05 5.42 0.00
H 0.25 -3.79 -2.97
H 1.61 -2.68 -3.34
H 1.08 -3.87 -4.58
P 1.27 -1.44 -6.53
P -2.34 -1.19 -6.48
N 2.51 -0.24 -6.65
N 2.09 -2.72 -7.45
N -2.34 0.54 -6.89
N -3.94 -1.43 -7.24
C 0.14 -0.89 -7.86
C -1.20 -1.67 -7.88
C 3.63 -0.21 -5.78
C 4.57 0.66 -6.32
C 4.04 1.17 -7.54
C 2.78 0.62 -7.72
C 2.34 -4.02 -6.99
C 2.90 -4.75 -8.03
C 2.99 -3.88 -9.17
C 2.49 -2.65 -8.79
C -2.11 1.61 -6.03
C -1.89 2.76 -6.78
C -1.93 2.38 -8.16
C -2.20 1.02 -8.20
C -4.64 -0.76 -8.25
C -5.66 -1.59 -8.71
C -5.62 -2.79 -7.94
C -4.56 -2.68 -7.05
H 0.63 -0.97 -8.85
H -0.03 0.18 -7.68
H -1.70 -1.53 -8.86
H -1.03 -2.75 -7.77
H 3.61 -0.79 -4.87
H 5.54 0.90 -5.89
H 4.52 1.85 -8.23
H 2.04 0.76 -8.49
H 2.10 -4.30 -5.98
H 3.20 -5.79 -7.99
H 3.38 -4.13 -10.15
H 2.37 -1.74 -9.35
H -2.19 1.47 -4.95
H -1.71 3.76 -6.40
H -1.77 3.01 -9.03
H -2.31 0.38 -9.05
H -4.39 0.23 -8.57
H -6.35 -1.36 -9.51
H -6.27 -3.65 -8.05
H -4.18 -3.34 -6.29
Cl -1.95 -0.98 0.63
C -1.65 -2.38 -0.43
Cl -0.14 -3.22 0.06
Cl -3.02 -3.51 -0.39
C -1.40 -1.85 -1.93
O -0.53 -0.95 -2.12
O -2.04 -2.43 -2.88
*
```

Its gap between HOMO and LUMO (spin up / spin down) is 2.4 / 2.4 eV. For the energy above the lowest of the compared OMol25 structures with the same formula, charge and spin, the calculation gives 1.384 eV. The max |F| comes out at 6.65 eV Å⁻¹. As for the energy: -3772.34212 Ha. The LUMO energy (spin up / spin down) comes out at -10.57 / -10.57 eV.

The following is a DFT calculation (ωB97M-V/def2-TZVPD) of a structure of composition C29H35CuN7P2 at a distorted geometry.

```
! RIJCOSX wB97M-V def2-TZVPD def2/J DEFGRID3
* xyz 0 2
Cu 2.25 -0.32 -1.55
C -2.37 -1.43 0.02
C -1.40 -2.21 -0.46
C -1.25 -2.70 -1.86
C -0.64 -1.74 -2.91
C -1.18 -0.35 -3.00
C -2.40 0.09 -2.65
C -3.53 -0.73 -2.19
C -3.60 -0.90 -0.66
C 3.94 -0.04 -2.47
H -2.45 -1.37 1.12
H -0.62 -2.55 0.23
H -2.20 -3.08 -2.26
H -0.58 -3.57 -1.79
H 0.46 -1.74 -2.72
H -0.80 -2.21 -3.90
H -0.46 0.36 -3.41
H -2.58 1.16 -2.66
H -3.57 -1.71 -2.69
H -4.43 -0.15 -2.48
H -3.86 0.07 -0.22
H -4.47 -1.53 -0.42
H 4.73 0.26 -1.76
H 3.69 0.80 -3.16
H 4.18 -0.98 -3.00
P 0.26 -3.10 -6.78
P -0.02 -5.86 -4.54
N -0.88 -2.13 -7.71
N 1.40 -3.24 -8.13
N -1.75 -6.12 -4.36
N 0.33 -7.57 -4.23
C -0.62 -4.70 -7.08
C 0.04 -5.90 -6.38
C -1.06 -0.76 -7.49
C -1.86 -0.25 -8.52
C -2.15 -1.34 -9.41
C -1.55 -2.48 -8.88
C 2.76 -2.94 -7.97
C 3.42 -3.26 -9.16
C 2.43 -3.77 -10.07
C 1.21 -3.76 -9.41
C -2.44 -5.42 -3.35
C -3.79 -5.41 -3.66
C -3.97 -6.25 -4.82
C -2.71 -6.64 -5.24
C -0.45 -8.72 -4.47
C 0.28 -9.84 -4.10
C 1.55 -9.38 -3.62
C 1.56 -8.00 -3.71
H -0.72 -4.95 -8.15
H -1.64 -4.50 -6.69
H -0.38 -6.84 -6.77
H 1.12 -5.92 -6.62
H -0.65 -0.30 -6.61
H -2.22 0.76 -8.61
H -2.74 -1.31 -10.32
H -1.59 -3.50 -9.23
H 3.13 -2.56 -7.04
H 4.47 -3.15 -9.35
H 2.60 -4.09 -11.09
H 0.25 -4.12 -9.75
H -1.90 -5.03 -2.50
H -4.55 -4.85 -3.14
H -4.92 -6.53 -5.26
H -2.42 -7.27 -6.08
H -1.44 -8.65 -4.89
H -0.04 -10.86 -4.19
H 2.37 -10.00 -3.29
H 2.33 -7.27 -3.48
N 0.80 0.08 -0.46
C 0.52 0.42 0.64
N 0.09 0.46 1.83
C -0.22 1.33 2.73
N -0.54 1.98 3.66
*
```

Its gap between HOMO and LUMO (spin up / spin down) is 8.2 / 5.0 eV. The max |F| comes out at 3.11 eV Å⁻¹. As for the energy: -3832.34547 Ha. The LUMO energy (spin up / spin down) comes out at -0.29 / -3.53 eV.

Among the records above, which one has the highest max |F|? C29H34F11N3O28P

Among the records above, which one has the highest max |F|? C29H34F11N3O28P